# C39H61N7O13

A 10-piece molecular cluster, C39H61N7O13 overall (ωB97M-V/def2-TZVPD, OMol25).

Calculated values
**E**: -2883.95969 hartree
**Structure (SMILES)**: O=C1C=CC(=O)C=C1.O=C1C=CC(=O)C=C1.O=C1C=CC(=O)C=C1.CNC(C)=O.CNC(C)=O.CNC(C)=O.CNC(C)=O.CNC(C)=O.CNC(C)=O.CNC(C)=O
**HOMO-LUMO gap**: 6.47 eV

ORCA input file:
```
! wB97M-V def2-TZVPD RIJCOSX def2/J DEFGRID3
* xyz 0 1
O -5.844 2.596 -2.319
C -5.368 1.478 -2.712
C -3.972 1.255 -3.208
C -3.397 0.065 -3.566
C -4.151 -1.217 -3.476
O -3.752 -2.316 -3.718
C -5.554 -0.983 -3.100
C -6.111 0.233 -2.863
H -3.350 2.137 -3.161
H -2.367 -0.025 -3.878
H -6.248 -1.809 -3.060
H -7.146 0.160 -2.564
O -0.445 1.146 6.368
C 0.083 0.377 5.608
C 1.357 0.661 4.939
C 1.816 -0.209 4.003
C 1.162 -1.428 3.587
O 1.545 -2.163 2.662
C -0.063 -1.634 4.219
C -0.552 -0.833 5.226
H 1.876 1.548 5.271
H 2.786 0.005 3.577
H -0.613 -2.513 3.917
H -1.492 -1.089 5.692
O -1.420 2.171 -1.593
C -0.505 1.659 -0.960
C 0.895 2.136 -1.008
C 1.928 1.308 -0.620
C 1.803 0.039 0.073
O 2.771 -0.560 0.318
C 0.391 -0.279 0.410
C -0.634 0.445 -0.114
H 1.074 3.085 -1.493
H 2.924 1.674 -0.820
H 0.164 -1.177 0.966
H -1.611 0.076 0.161
C -4.861 0.198 1.049
N -5.270 -1.180 0.848
C -6.459 -1.463 0.355
C -6.701 -2.926 0.199
O -7.349 -0.651 0.303
H -5.692 0.855 0.791
H -4.052 0.541 0.405
H -4.770 0.419 2.113
H -4.546 -1.883 0.887
H -7.643 -3.129 0.708
H -5.885 -3.456 0.690
H -6.825 -3.108 -0.869
C 3.116 -0.841 -3.067
N 2.472 0.258 -3.637
C 2.025 0.472 -4.873
C 2.399 -0.386 -6.106
O 1.471 1.556 -5.020
H 3.649 -1.556 -3.694
H 2.389 -1.460 -2.541
H 3.937 -0.594 -2.393
H 1.978 0.931 -3.068
H 3.433 -0.259 -6.426
H 1.692 -0.386 -6.936
H 2.481 -1.415 -5.758
C 0.304 5.356 -4.136
N 0.534 5.489 -2.712
C 0.916 6.656 -2.196
C 0.479 6.936 -0.757
O 1.266 7.623 -2.883
H 0.314 4.272 -4.248
H 1.004 5.794 -4.847
H -0.648 5.864 -4.293
H 0.023 4.908 -2.063
H 1.368 7.453 -0.394
H 0.290 5.983 -0.263
H -0.369 7.621 -0.745
C 5.014 0.948 2.204
N 5.465 0.082 3.272
C 6.223 0.600 4.244
C 6.651 -0.315 5.406
O 6.612 1.780 4.266
H 5.720 1.757 2.016
H 4.134 1.548 2.436
H 4.881 0.544 1.200
H 5.125 -0.858 3.414
H 7.197 0.260 6.154
H 7.372 -1.077 5.108
H 5.742 -0.695 5.871
C 6.621 -6.224 -2.540
N 5.891 -5.565 -1.507
C 5.141 -4.484 -1.639
C 4.347 -4.091 -0.477
O 5.123 -3.710 -2.619
H 7.668 -6.072 -2.276
H 6.454 -5.710 -3.486
H 6.517 -7.309 -2.535
H 5.897 -6.071 -0.633
H 4.632 -4.503 0.491
H 3.303 -4.397 -0.556
H 4.314 -3.061 -0.122
C -2.008 -3.090 -0.512
N -2.383 -3.807 0.726
C -2.545 -3.215 1.913
C -2.998 -4.042 3.106
O -2.386 -1.951 2.033
H -2.567 -2.166 -0.658
H -2.127 -3.697 -1.409
H -0.963 -2.818 -0.363
H -2.535 -4.799 0.616
H -3.931 -3.681 3.538
H -2.252 -4.170 3.891
H -3.172 -5.056 2.747
C -3.637 3.837 0.139
N -3.142 3.336 1.399
C -1.842 3.426 1.893
C -1.538 2.543 3.163
O -0.980 4.002 1.251
H -2.958 4.502 -0.394
H -4.586 4.334 0.341
H -3.840 3.045 -0.582
H -3.718 2.678 1.905
H -2.402 1.924 3.407
H -1.243 3.150 4.018
H -0.741 1.828 2.960
*
```

---

# C39H61N7O5

C39H61N7O5 as an isolated structure (ωB97M-V/def2-TZVPD, OMol25).

Calculated values
**E**: -2281.70559 hartree
**HOMO-LUMO gap**: 7.99 eV
**Energy above the lowest of the compared OMol25 structures with the same formula, charge and spin**: 148.82 kcal per mole

ORCA input file:
```
! wB97M-V def2-TZVPD RIJCOSX def2/J DEFGRID3
* xyz 0 1
C 4.044 0.578 1.096
C 4.938 1.657 0.569
O 4.972 2.726 1.137
C 5.447 1.534 -0.853
H 4.202 -0.372 0.577
H 3.010 0.881 0.922
H 4.205 0.378 2.154
H 6.192 0.737 -0.832
H 5.771 2.499 -1.226
H 4.574 1.191 -1.413
C 0.757 -2.298 -5.304
C -0.222 -2.467 -4.174
O -0.469 -1.601 -3.367
C -1.013 -3.762 -4.110
H 1.257 -1.324 -5.297
H 0.202 -2.275 -6.245
H 1.591 -2.999 -5.311
H -0.408 -4.500 -3.582
H -1.258 -4.078 -5.126
H -1.954 -3.639 -3.580
C -7.583 0.398 -0.322
C -6.270 -0.210 0.135
O -5.211 0.178 -0.288
C -6.345 -1.343 1.141
H -7.318 1.373 -0.740
H -8.172 0.635 0.564
H -8.108 -0.127 -1.115
H -7.311 -1.270 1.647
H -5.594 -1.345 1.925
H -6.380 -2.265 0.557
C -3.226 -2.572 4.475
C -3.746 -1.480 3.580
O -3.578 -0.315 3.864
C -4.626 -1.794 2.367
H -2.299 -2.234 4.930
H -3.221 -3.521 3.940
H -3.942 -2.762 5.282
H -4.035 -1.405 1.537
H -5.655 -1.488 2.522
H -4.685 -2.872 2.180
C 3.910 -3.143 1.762
C 2.977 -3.343 2.941
O 3.454 -3.721 3.997
N 1.668 -3.073 2.750
C 0.696 -3.320 3.829
H 3.484 -2.788 0.824
H 4.348 -4.124 1.564
H 4.725 -2.470 2.023
H 1.403 -2.568 1.925
H -0.087 -2.565 3.787
H 1.194 -3.104 4.772
H 0.379 -4.354 3.732
N -0.373 3.859 1.276
C -0.847 4.866 0.457
C -0.535 6.060 1.070
C 0.215 5.788 2.235
C 0.342 4.432 2.295
H -0.416 2.879 1.050
H -1.403 4.651 -0.434
H -0.757 7.074 0.773
H 0.631 6.475 2.949
H 0.938 3.794 2.930
N 1.653 2.129 -5.410
C 2.123 3.372 -5.613
C 2.741 3.814 -4.467
C 2.463 2.789 -3.516
C 1.813 1.710 -4.105
H 1.264 1.615 -6.181
H 2.005 3.822 -6.588
H 3.217 4.742 -4.210
H 2.803 2.824 -2.490
H 1.449 0.746 -3.801
N -2.275 3.147 -2.583
C -3.351 2.414 -2.132
C -3.385 1.238 -2.828
C -2.259 1.205 -3.690
C -1.651 2.435 -3.576
H -2.042 4.070 -2.274
H -4.115 2.808 -1.483
H -4.161 0.512 -2.647
H -1.898 0.504 -4.423
H -0.652 2.672 -3.908
N -1.338 0.510 -0.461
C -0.057 0.039 -0.496
C 0.328 -0.403 0.743
C -0.738 -0.025 1.617
C -1.779 0.405 0.846
H -1.874 0.772 -1.281
H 0.526 -0.058 -1.399
H 1.293 -0.725 1.099
H -0.848 -0.146 2.685
H -2.831 0.583 1.013
N -0.592 0.069 5.533
C -0.192 0.333 4.260
C 1.191 0.269 4.226
C 1.610 0.090 5.560
C 0.476 0.009 6.360
H -1.543 0.040 5.857
H -0.983 0.422 3.531
H 1.800 0.363 3.346
H 2.615 -0.090 5.908
H 0.349 -0.072 7.426
N 3.885 -2.968 -1.715
C 5.188 -2.751 -2.080
C 5.229 -1.547 -2.683
C 3.901 -1.121 -2.912
C 3.063 -1.964 -2.171
H 3.512 -3.741 -1.194
H 5.941 -3.482 -1.841
H 6.044 -1.047 -3.185
H 3.602 -0.196 -3.380
H 2.001 -1.891 -2.016
*
```